1.
108
Properties=species:S:1:pos:R:3:forces:R:3 method="wB97M-V/def2-TZVPD" max_force_ev_per_a=4.50 homo_ev=-9.454 charge=0
C -21.651070 -0.021840 17.101980 0.5 0.2 0.0
C -20.310780 0.191180 16.436340 0.9 -3.2 -0.8
O -19.726860 -0.746080 15.855030 -1.0 1.0 0.6
N -19.781180 1.395830 16.439980 0.4 2.0 1.1
C -18.585380 1.816280 15.763850 0.0 -0.1 -1.2
H -22.070400 0.900170 17.504650 -0.2 0.0 -0.3
H -21.551940 -0.718420 17.934490 0.1 -0.2 -0.2
H -22.250410 -0.474190 16.311880 -0.4 0.1 0.3
H -20.089660 2.060960 17.134610 -0.4 -0.2 -0.2
H -18.309420 1.139600 14.955120 -0.2 -0.3 0.3
H -17.703220 1.925610 16.394680 -0.2 0.2 0.2
H -18.882500 2.730670 15.250310 0.6 0.4 0.2
C -17.798510 -4.888090 19.518810 1.8 -0.9 0.7
C -18.084200 -6.002370 20.585250 -0.5 0.6 -2.7
O -19.240330 -6.279140 20.800060 -0.1 -0.2 1.4
N -16.965890 -6.707160 20.951820 0.1 0.0 0.4
C -16.938900 -7.782280 21.926290 -1.0 -0.8 0.1
H -16.754330 -5.009240 19.230510 0.3 0.0 -0.2
H -17.760760 -3.881310 19.934850 -0.8 -0.1 0.0
H -18.340510 -5.020370 18.582410 -0.6 0.2 0.5
H -16.269230 -6.710610 20.220560 0.2 0.1 0.5
H -17.931150 -7.998870 22.322060 -0.3 0.6 -0.2
H -16.330150 -7.617420 22.815300 0.4 0.3 -0.4
H -16.716680 -8.752720 21.482480 0.6 0.1 -0.2
C -27.534550 -5.120640 19.473260 -0.4 1.0 1.4
O -27.080280 -5.497990 18.202340 0.8 0.6 -2.2
P -26.597900 -4.447810 17.010760 0.3 0.2 -0.1
O -26.698480 -3.003270 17.308940 -0.5 -1.4 0.0
O -25.033940 -4.788280 16.715470 -1.9 1.1 0.2
C -24.656160 -6.053190 16.264410 -1.0 -2.1 0.2
O -27.390930 -4.966420 15.644930 -0.4 -0.3 1.5
C -28.868840 -5.057080 15.667890 0.0 1.6 0.3
H -26.978600 -5.543960 20.309810 0.5 -0.6 -0.5
H -28.570290 -5.419330 19.634940 -0.1 0.0 -0.4
H -27.450920 -4.051690 19.669330 -0.1 0.2 -0.5
H -24.252550 -6.640360 17.089300 0.9 0.3 -0.1
H -24.058630 -6.050280 15.352790 0.2 0.4 0.4
H -25.551020 -6.643040 16.065910 -0.1 0.0 -0.6
H -29.367370 -5.981330 15.375770 1.1 -0.6 0.5
H -29.334240 -4.356890 14.974190 0.8 0.4 -0.4
H -29.238900 -4.660820 16.613480 0.0 -0.6 0.3
C -12.130100 -0.443040 4.602410 0.4 0.2 -1.3
O -13.516160 -0.597250 4.900110 -0.4 0.6 0.9
P -14.170830 0.505910 5.867720 -1.4 -0.8 0.3
O -13.269930 0.969970 6.910060 0.4 0.4 0.1
O -15.468640 -0.263850 6.450770 0.9 2.4 -2.3
C -15.359530 -1.497340 7.036670 -0.7 -1.5 2.0
O -14.841860 1.641960 4.951520 0.6 -1.0 0.5
C -14.500520 1.769160 3.571870 -1.6 1.0 -0.6
H -12.120930 0.167980 3.699820 0.4 -0.2 -0.3
H -11.728790 -1.435820 4.398840 0.0 0.1 0.0
H -11.491210 0.093450 5.303910 -0.6 -0.2 0.6
H -14.352040 -1.814370 7.306030 0.1 0.0 -0.4
H -15.926250 -2.254620 6.494940 0.4 -0.1 -0.4
H -15.892600 -1.405510 7.982980 0.0 -0.2 0.3
H -13.594550 2.358710 3.431350 0.4 -0.7 0.0
H -15.281860 2.389400 3.132660 -0.1 0.5 0.3
H -14.700500 0.872260 2.985630 1.1 -0.4 0.3
C -9.052690 -8.488380 16.219740 1.8 -0.4 1.6
O -9.489250 -7.725670 15.169340 -3.0 0.3 -3.4
P -11.009880 -7.984710 14.591220 0.6 1.8 -0.2
O -12.012810 -7.278700 15.425930 0.7 -1.3 -1.1
O -10.903250 -7.504420 13.030020 0.8 -0.3 2.1
C -12.054860 -7.324020 12.239840 -0.6 0.5 -1.2
O -11.204300 -9.552800 14.452430 0.6 -0.6 0.1
C -10.472230 -10.493910 13.640390 -0.4 -1.0 -1.3
H -9.748900 -9.173160 16.703970 -0.4 0.3 -0.1
H -8.662650 -7.736670 16.905960 -0.1 -0.5 0.6
H -8.190610 -9.068710 15.890910 0.0 -0.2 0.0
H -11.846260 -7.727610 11.249040 0.0 -0.6 0.2
H -12.240760 -6.277830 11.996860 0.2 0.3 0.6
H -12.988570 -7.723140 12.636070 0.2 -0.3 0.2
H -11.162150 -11.278750 13.330330 -0.4 0.0 0.6
H -9.619230 -11.038750 14.044920 -0.1 0.6 1.1
H -10.123670 -10.212930 12.646580 0.0 1.4 0.2
C -19.267890 -6.770840 6.102340 -1.0 -0.9 0.1
O -20.095600 -7.583680 5.201610 -0.7 -1.4 1.0
P -20.627190 -9.091600 5.662110 1.2 0.4 -1.1
O -19.496110 -10.072010 5.800450 -2.0 1.4 0.5
O -21.660760 -8.910390 6.921230 0.9 0.0 -2.0
C -21.269240 -8.759890 8.271240 0.7 -0.1 0.5
O -21.615540 -9.403940 4.413610 0.8 0.4 2.1
C -22.000810 -10.784620 4.152570 0.1 1.1 -0.9
H -19.098980 -7.297320 7.041700 0.4 -0.2 -0.1
H -19.852130 -5.898550 6.395360 0.2 0.2 -0.5
H -18.328430 -6.543400 5.598570 -0.2 0.1 0.1
H -20.347830 -9.299980 8.488920 -0.2 -0.5 0.0
H -22.116420 -9.115990 8.857400 0.3 0.1 0.1
H -21.005950 -7.734400 8.530410 -0.5 0.3 -0.2
H -23.088090 -10.827940 4.216160 0.1 -0.2 0.4
H -21.462750 -11.510040 4.762760 -0.1 0.1 0.0
H -21.738220 -10.850380 3.096720 0.0 -0.7 0.1
Cl -16.812560 -5.002140 11.101460 0.3 0.2 0.3
C -16.633300 -4.108820 12.667470 0.4 -0.4 0.0
C -17.180240 -4.957150 13.841920 1.1 1.1 -0.3
Cl -18.819470 -5.294150 13.540160 -2.6 -0.5 -0.2
H -17.131160 -3.151880 12.510930 -0.5 -0.3 0.3
H -15.586430 -3.826280 12.778510 0.1 -0.5 0.1
H -17.171290 -4.358710 14.752900 0.4 0.0 0.0
H -16.739820 -5.939900 14.010220 0.7 0.4 -0.2
Cl -20.205480 1.358120 8.374810 -0.1 0.2 0.4
C -20.897530 1.330790 10.055980 -0.5 -0.4 -0.9
C -20.263050 0.222610 10.879920 0.6 0.8 1.0
Cl -20.083900 -1.273580 10.025260 0.1 -1.1 -0.7
H -21.959190 1.114340 9.937090 0.1 0.1 -0.1
H -20.784730 2.358780 10.400360 0.2 -0.4 0.5
H -20.820870 -0.078930 11.766490 -0.3 0.7 0.0
H -19.277570 0.517940 11.240100 0.0 0.0 -0.2

2.
110
Properties=species:S:1:pos:R:3:forces:R:3 method="wB97M-V/def2-TZVPD" max_force_ev_per_a=1.89 homo_ev=-11.018 charge=+1
C 4.516690 -4.622406 -0.081580 0.2 0.2 0.2
C 3.227966 -4.922191 0.664710 0.3 -0.1 -0.4
S 2.320799 -3.485599 1.298393 0.0 0.0 0.3
C 3.513477 -2.152451 1.599679 0.0 -0.2 -0.1
C 3.363526 -0.876909 0.734974 0.4 0.1 0.0
P 2.061911 -0.963854 -0.581827 -0.4 -0.2 -1.8
O 0.645210 -1.215252 0.128397 0.4 0.2 0.3
O 1.946145 0.515918 -1.171426 0.4 -0.3 0.7
S 2.500460 -2.149689 -2.011812 0.2 0.0 0.2
C 4.684753 -0.543365 0.002206 0.0 0.1 0.6
C 5.775674 -0.203835 1.012614 0.4 0.2 -0.2
P 7.226254 0.456857 0.093125 -0.1 0.6 -0.7
O 6.934252 1.731839 -0.576205 -0.1 0.3 0.1
N 5.329500 0.783956 2.057344 -0.3 -1.7 0.8
C 4.082184 0.562473 2.512685 0.0 0.4 -0.4
N 3.755658 0.592810 3.781422 0.1 0.1 0.0
N 3.053516 0.336126 1.594399 0.0 0.0 -0.1
H 5.367876 -4.570503 0.595156 0.1 0.0 0.1
H 4.723555 -5.399184 -0.809899 0.0 -0.2 0.0
H 4.460489 -3.685817 -0.629453 -0.1 0.1 -0.2
H 2.528693 -5.393254 -0.022346 -0.2 0.1 0.0
H 3.400974 -5.633375 1.464467 0.0 0.0 0.2
H 4.514017 -2.549945 1.459419 0.1 -0.2 -0.1
H 3.436640 -1.922167 2.659457 -0.1 0.2 0.1
H 0.727262 -1.118614 1.084488 -0.3 -0.2 0.2
H 1.774553 1.230186 -0.527852 -0.1 0.3 -0.3
H 5.048056 -1.399696 -0.556258 -0.2 -0.1 -0.3
H 4.521502 0.304879 -0.660763 0.1 0.0 -0.2
H 6.088252 -1.102247 1.549218 0.0 -0.1 0.0
H 8.298082 0.494573 1.006281 -0.1 -0.3 0.1
H 7.505727 -0.585046 -0.809324 0.1 -0.3 0.4
H 5.992763 0.782892 2.827822 0.2 0.5 -0.1
H 4.421777 0.511235 4.532508 0.1 0.3 0.0
H 2.783207 0.708623 4.020500 -0.1 -0.3 0.0
H 3.100304 1.127375 0.947253 -0.3 0.2 0.1
O 1.773977 2.784210 0.316534 0.3 0.1 -0.1
S 0.428962 3.072076 0.764724 -1.1 -0.2 0.7
O -0.419307 3.917615 -0.005577 0.6 0.3 0.0
O 0.502714 3.590571 2.256331 0.1 -0.2 -0.1
C 1.336819 4.746369 2.539680 0.3 0.5 0.1
C 0.729556 6.045980 2.055604 -0.1 -0.1 -0.2
C -0.383755 1.551412 1.037204 0.0 -0.1 0.1
H 2.330719 4.587054 2.117515 -0.1 -0.1 -0.1
H 1.435867 4.757948 3.622740 -0.1 -0.2 0.0
H 0.670416 6.079395 0.969074 0.0 0.0 0.0
H 1.341730 6.883792 2.387699 0.0 0.0 0.1
H -0.279722 6.165823 2.447616 0.0 0.0 0.1
H 0.291969 0.931742 1.620799 -0.1 0.0 0.1
H -0.561219 1.117534 0.053484 -0.1 0.0 0.0
H -1.328953 1.702429 1.550612 0.0 0.1 -0.1
O -1.452782 1.385867 -3.072076 0.1 -0.2 0.2
S -2.424967 2.222664 -2.430745 -0.3 0.3 -0.4
O -2.783762 1.947032 -1.067560 0.2 -0.1 0.2
O -3.733562 2.261659 -3.322109 0.0 0.1 0.1
C -4.340993 1.004955 -3.699459 -0.2 -0.5 -0.1
C -5.075324 0.333737 -2.556570 0.1 0.1 0.2
C -1.964970 3.905857 -2.574497 0.0 0.0 0.0
H -3.579808 0.350841 -4.127316 0.1 0.1 0.1
H -5.037500 1.260949 -4.494311 0.1 0.2 0.0
H -4.390462 0.019023 -1.771006 0.0 0.0 0.0
H -5.600226 -0.548362 -2.923391 0.0 0.0 -0.1
H -5.797846 1.016619 -2.111050 0.0 0.0 0.0
H -1.704216 4.120107 -3.607127 0.0 -0.1 0.0
H -1.107331 4.011432 -1.911616 -0.1 0.1 -0.3
H -2.787409 4.534969 -2.241450 0.0 0.0 0.0
O -1.538814 -3.418251 4.600135 -0.1 0.1 0.1
S -1.682316 -4.565707 3.749858 0.3 -0.2 -0.1
O -2.981183 -4.989685 3.338565 -0.2 0.1 0.0
O -0.910059 -5.784686 4.412675 0.0 0.0 -0.1
C -1.261960 -6.150229 5.767970 -0.2 -0.1 0.4
C -2.594280 -6.864921 5.861237 -0.1 0.1 -0.2
C -0.645588 -4.380755 2.345346 -0.1 -0.1 0.1
H -1.239329 -5.260297 6.398912 0.0 0.1 -0.1
H -0.459135 -6.806676 6.096621 0.1 0.0 -0.2
H -3.419306 -6.209766 5.588323 0.0 0.0 0.0
H -2.756941 -7.208927 6.882656 0.1 0.0 0.0
H -2.617234 -7.722500 5.189867 0.0 0.0 0.0
H 0.341908 -4.079766 2.681012 -0.2 -0.1 0.1
H -1.089118 -3.609491 1.717673 -0.1 0.0 0.0
H -0.611786 -5.321468 1.799597 0.0 0.0 0.0
O 0.661100 -6.183303 -2.357602 0.2 -0.2 0.2
S -0.480974 -5.685973 -1.651323 -0.3 0.3 -0.3
O -0.741723 -6.147345 -0.319170 0.2 -0.1 0.1
O -1.770293 -5.890275 -2.544664 0.0 0.1 0.1
C -2.054838 -7.223264 -3.036453 -0.1 -0.5 -0.2
C -2.582450 -8.150139 -1.960840 0.1 0.1 0.2
C -0.459527 -3.932271 -1.646275 -0.2 0.0 0.0
H -1.162104 -7.628292 -3.514482 0.1 0.1 0.1
H -2.804340 -7.078679 -3.810830 0.0 0.2 0.0
H -1.829103 -8.352428 -1.201621 0.0 0.0 0.0
H -2.878274 -9.099522 -2.406773 0.0 0.0 -0.1
H -3.444401 -7.708665 -1.461668 0.0 0.0 0.0
H -0.275870 -3.568495 -2.652452 0.0 0.0 0.0
H 0.353662 -3.641402 -0.986690 0.0 0.0 0.0
H -1.407446 -3.564307 -1.260779 0.0 -0.1 0.0
O -3.854948 6.957674 -2.694922 -0.1 -0.2 -0.1
S -3.961606 8.304265 -2.219889 0.3 0.3 0.1
O -5.244286 8.915250 -2.087538 -0.2 -0.1 0.0
O -3.016969 9.228226 -3.096704 0.0 0.0 0.1
C -3.198808 9.211081 -4.533401 -0.1 0.0 -0.5
C -4.442017 9.951496 -4.981146 -0.1 0.0 0.2
C -3.089232 8.470658 -0.701359 0.1 0.0 0.0
H -3.198963 8.178000 -4.883877 0.0 0.0 0.1
H -2.308828 9.692822 -4.931840 0.1 0.0 0.2
H -5.348261 9.455618 -4.638420 0.0 0.0 0.0
H -4.470782 9.997191 -6.069684 0.1 0.0 0.0
H -4.449256 10.965587 -4.583118 0.0 0.0 0.0
H -2.103630 8.026316 -0.808429 0.0 0.0 0.0
H -3.668510 7.941801 0.052125 0.0 0.0 0.0
H -3.022503 9.525855 -0.452151 0.0 0.0 0.0